Molecular formula: C3H8O4S
Method: DFT, ωB97M-V with the def2-TZVPD basis set

The HOMO energy comes out at -0.364 eV.

```
! RIJCOSX wB97M-V def2-TZVPD def2/J DEFGRID3
* xyz -2 1
S -2.887 -0.209 -0.561
O 1.324 -0.741 2.279
O 2.829 1.668 -0.414
O 1.097 1.297 1.343
O -0.914 -1.647 -2.534
C -1.195 0.495 -0.152
C -0.420 -0.461 0.719
C 0.748 0.024 1.517
H 1.850 1.350 0.568
H -1.310 1.444 0.359
H -1.786 -1.310 -2.166
H -0.551 -1.911 -1.677
H -0.723 0.649 -1.115
H -0.560 0.032 1.833
H -0.637 -1.521 0.813
H 3.134 0.842 -0.811
*
```

Molecular formula: C3H8OP2
Method: DFT, ωB97M-V with the def2-TZVPD basis set

As for the expectation value of S²: 2.009. The HOMO energy (alpha / beta) comes out at -5.968 / -8.605 eV.

```
! RIJCOSX wB97M-V def2-TZVPD def2/J DEFGRID3
* xyz 0 3
P 0.303 0.526 1.317
P -2.309 -0.848 -0.054
O 0.714 -1.652 -0.134
C 1.168 -0.572 0.123
C 2.417 -0.004 -0.418
C -1.311 0.586 0.202
H 0.051 -0.476 2.303
H -0.872 0.958 -0.699
H 2.347 0.980 -0.578
H -1.548 -1.652 -1.042
H -1.816 -1.643 1.070
H 2.673 -0.679 -1.266
H -1.862 1.356 0.593
H 3.188 0.050 0.347
*
```

Molecular formula: C3H8OS
Method: DFT, ωB97M-V with the def2-TZVPD basis set

The SMILES is OCCCS. The HOMO energy comes out at -9.216 eV.

```
! RIJCOSX wB97M-V def2-TZVPD def2/J DEFGRID3
* xyz 0 1
S -2.180 -0.723 -0.298
O 2.299 -0.687 -0.199
C -1.168 0.718 0.125
C 0.275 0.558 -0.391
C 0.918 -0.748 0.047
H -2.135 -1.433 0.829
H -1.643 1.614 -0.242
H -1.033 0.897 1.235
H 0.327 0.689 -1.466
H 0.791 -0.970 1.097
H 0.423 -1.580 -0.478
H 0.782 1.438 0.081
H 2.345 0.227 -0.340
*
```

Molecular formula: C3H8OS
Method: DFT, ωB97M-V with the def2-TZVPD basis set

The HOMO energy comes out at -9.277 eV.

```
! RIJCOSX wB97M-V def2-TZVPD def2/J DEFGRID3
* xyz 0 1
S 1.868 -0.063 0.233
O -0.705 1.005 -0.375
C -0.012 -1.726 -0.680
C -0.703 1.907 0.668
C 0.142 -0.481 0.130
H -1.073 -2.160 -0.841
H 0.236 1.831 1.243
H 0.467 -2.473 -0.122
H 2.183 -0.430 -1.021
H -0.213 -0.355 1.121
H 0.219 -1.851 -1.702
H -1.676 1.818 1.227
H -0.733 2.978 0.119
*
```

Molecular formula: C3H8OS2
Method: DFT, ωB97M-V with the def2-TZVPD basis set

The SMILES is CSSO.C=C. The HOMO energy comes out at -8.802 eV.

```
! RIJCOSX wB97M-V def2-TZVPD def2/J DEFGRID3
* xyz 0 1
S -1.105 -0.752 -0.015
S -0.952 0.815 1.206
O -1.395 2.263 0.544
C -2.571 -1.601 0.617
C 2.028 0.267 -0.897
C 3.329 0.381 -0.587
H -0.842 2.618 -0.137
H -3.543 -1.466 -0.001
H -2.372 -2.638 0.703
H -3.057 -1.065 1.469
H 1.443 -0.458 -1.565
H 1.326 1.059 -0.511
H 3.733 1.038 0.052
H 3.979 -0.461 -0.877
*
```

Molecular formula: C3H8OS2
Method: DFT, ωB97M-V with the def2-TZVPD basis set

The SMILES is C=CO.CSS. The HOMO energy comes out at -8.521 eV.

```
! RIJCOSX wB97M-V def2-TZVPD def2/J DEFGRID3
* xyz 0 1
S 1.995 -0.888 0.734
S 0.826 -1.819 2.231
O -1.794 0.209 -1.046
C -1.113 1.296 -0.538
C -0.660 1.425 0.702
C 1.502 -1.044 -1.021
H -2.408 -0.040 -0.347
H 1.428 -0.020 -1.438
H -0.274 2.392 0.982
H -0.693 0.632 1.492
H -1.241 2.244 -1.102
H 2.247 -1.647 -1.536
H -0.313 -1.226 1.899
H 0.498 -1.515 -1.011
*
```

Across the entries above, ΔE to the lowest compared entry with this formula, charge and spin takes the values 265.03, 0.00, 56.41, 238.66, 217.80, 156.48 kJ/mol, respectively.